A cluster of 10 separate species, C16H52N2O10 in total. Source: the Open Molecules 2025 dataset; level of theory: the ωB97M-V functional and the def2-TZVPD basis.

SMILES = NC(N)=O.CCO.CCO.CCO.CCO.CCO.CCO.CO.CO.CO
molecular weight = 432.60 g mol⁻¹
gap between HOMO and LUMO = 9.93 eV
energy relative to the best compared isomer or geometry (same formula, charge and spin) = 6.022 eV
max |F| = 6.64 eV Å⁻¹

Positions of all 80 atoms, in Å:
N (-3.239, 0.979, -22.437)
C (-4.078, 0.095, -21.964)
N (-5.009, 0.597, -21.171)
O (-3.855, -1.265, -22.262)
H (-2.515, 0.583, -23.129)
H (-3.240, 2.052, -22.338)
H (-5.637, 0.038, -20.467)
H (-5.156, 1.605, -21.088)
C (-2.976, -0.819, -25.553)
C (-1.777, 0.099, -25.483)
O (-1.424, 0.188, -24.152)
H (-3.733, -0.406, -24.868)
H (-2.826, -1.808, -25.151)
H (-3.352, -0.830, -26.620)
H (-2.219, 1.035, -25.779)
H (-0.930, -0.161, -26.100)
H (-0.473, 0.105, -24.064)
C (-0.105, -1.330, -19.444)
C (-1.186, -0.945, -20.319)
O (-0.709, 0.151, -21.037)
H (0.696, -1.460, -20.140)
H (-0.480, -2.139, -18.963)
H (0.233, -0.709, -18.575)
H (-2.097, -0.626, -19.835)
H (-1.447, -1.754, -20.936)
H (-1.346, 0.513, -21.616)
C (-7.228, 0.344, -24.869)
C (-6.651, 1.622, -24.186)
O (-7.134, 1.714, -22.879)
H (-8.275, 0.108, -24.783)
H (-6.638, -0.413, -24.327)
H (-6.977, 0.199, -25.871)
H (-7.016, 2.485, -24.678)
H (-5.592, 1.626, -24.205)
H (-6.550, 1.111, -22.388)
C (2.332, 0.772, -25.389)
C (2.284, 1.134, -23.945)
O (1.327, 0.282, -23.371)
H (1.479, 1.134, -25.995)
H (2.501, -0.281, -25.484)
H (3.142, 1.288, -25.990)
H (1.888, 2.167, -23.906)
H (3.222, 1.036, -23.452)
H (1.465, 0.487, -22.465)
C (-0.362, 4.021, -25.775)
C (0.501, 4.597, -24.724)
O (-0.352, 5.398, -24.001)
H (0.142, 3.275, -26.452)
H (-0.964, 4.834, -26.202)
H (-1.045, 3.422, -25.141)
H (1.366, 5.251, -25.022)
H (0.839, 3.798, -24.150)
H (0.143, 5.732, -23.270)
C (-2.836, -4.987, -23.391)
C (-1.707, -4.247, -22.742)
O (-1.677, -2.867, -23.070)
H (-3.895, -4.846, -23.143)
H (-2.580, -6.037, -23.266)
H (-2.787, -4.739, -24.495)
H (-0.719, -4.680, -22.817)
H (-1.903, -4.216, -21.662)
H (-2.467, -2.425, -22.725)
C (-1.115, 3.322, -22.036)
O (-2.406, 3.728, -22.449)
H (-1.187, 2.681, -21.145)
H (-0.629, 4.181, -21.710)
H (-0.586, 2.740, -22.813)
H (-2.227, 4.345, -23.233)
C (-0.230, -3.272, -25.983)
O (0.174, -2.283, -25.056)
H (-0.908, -2.788, -26.630)
H (-0.558, -4.205, -25.482)
H (0.641, -3.361, -26.716)
H (-0.416, -2.382, -24.322)
C (-5.904, -3.087, -24.551)
O (-6.885, -3.798, -23.837)
H (-4.988, -3.587, -24.835)
H (-5.584, -2.298, -23.850)
H (-6.256, -2.495, -25.428)
H (-6.493, -4.176, -23.055)